a | C15H19N3O3S in the gas phase. Source: the Open Molecules 2025 dataset; level of theory: ωB97M-V/def2-TZVPD.

For the HOMO energy, the calculation gives -8.452 eV. As for the SMILES: CC[C@@H]1CCCCN1C(=S)NC(=O)c1cccc([N+](=O)[O-])c1. As for the spin multiplicity: 1. The frontier orbital gap comes out at 7.90 eV.

XYZ file:
```
41
Properties=species:S:1:pos:R:3:mulliken_charge:R:1
S 0.40623 0.95679 1.95410 -0.26
O 4.32624 -2.59457 -0.19307 -0.63
O 2.44685 -2.23813 -1.16892 -0.61
O 1.56791 3.69528 -1.05458 -0.62
N 3.41281 -1.87422 -0.52973 1.05
N -1.25931 0.27645 0.03122 0.36
N 0.10911 2.10653 -0.41223 -0.04
C 3.56879 2.17379 0.56593 -0.65
C -0.82084 -2.70885 -0.18899 -1.08
C -1.85397 0.35131 -1.28480 -0.85
C -3.35967 -0.85331 0.54920 -0.81
C 4.59745 1.32208 0.93635 -0.60
C 3.47275 -0.48581 -0.14746 -0.20
C 2.43418 0.35355 -0.51868 0.14
C 1.37856 2.61239 -0.55328 -0.10
C -1.11212 -1.96390 1.10752 -0.48
C -1.89771 -0.65058 0.95804 -0.91
C -3.26607 0.94765 -1.20142 -0.70
C -3.95157 0.47657 0.08922 -0.73
C 2.47314 1.68824 -0.14130 0.47
C -0.28806 1.08665 0.46048 0.35
C 4.55457 -0.01522 0.58866 -0.49
H -0.61884 2.70153 -0.79363 0.24
H -5.02531 0.37924 -0.07004 0.42
H -0.31124 -3.64103 0.04033 0.42
H -1.68531 -2.60707 1.77777 0.44
H 3.59339 3.21850 0.83479 0.47
H -3.44863 -1.59234 -0.24702 0.35
H -3.83049 0.62412 -2.07647 0.41
H -3.80068 1.21427 0.88041 0.30
H -3.22470 2.03780 -1.22056 0.22
H -3.90838 -1.23096 1.41205 0.46
H -0.16343 -2.13526 -0.83703 0.13
H 1.61518 -0.04772 -1.09672 0.58
H 5.33835 -0.70118 0.87117 0.50
H -1.21660 0.92681 -1.95682 0.54
H -1.87695 -0.15743 1.93959 0.56
H -1.91066 -0.66689 -1.67572 0.35
H -0.16581 -1.73355 1.59898 0.31
H 5.43369 1.70327 1.50122 0.40
H -1.73287 -2.95479 -0.72854 0.27
```

=====

b | C15H19N3O3S in the gas phase. Source: the Open Molecules 2025 dataset; level of theory: ωB97M-V/def2-TZVPD.

For the HOMO energy, the calculation gives -7.761 eV. As for the SMILES: [H]/N=c1\sccn1CC(=O)N(C)Cc1ccc(OC)c(OC)c1. As for the spin multiplicity: 1. The frontier orbital gap comes out at 8.37 eV.

XYZ file:
```
41
Properties=species:S:1:pos:R:3:mulliken_charge:R:1
S 2.42557 -1.46421 1.26808 -0.17
O -1.27839 0.24549 3.23271 -0.46
O -2.22097 2.50942 1.68371 -0.48
O 0.31228 -1.85227 -3.16216 -0.66
N 2.43864 0.86415 -0.21705 -0.74
N 0.01688 0.35152 -2.77476 0.15
N 2.44311 -1.18460 -1.28569 0.18
C -1.37679 0.17831 1.86456 1.36
C -0.71363 -0.84349 3.92004 -0.82
C 0.55511 1.68014 -2.56675 -0.96
C -1.50431 0.14029 -0.94280 0.55
C -1.82587 1.31234 1.16307 0.49
C 2.27871 -0.63138 -2.61388 -1.27
C -1.10479 -0.98619 -0.24034 -0.80
C -1.86855 1.26773 -0.22773 -0.89
C 2.36457 -2.87757 0.24480 -0.32
C -1.04579 -0.96087 1.13981 -0.65
C -2.36332 2.69712 3.07338 -0.74
C 2.37557 -2.53637 -1.04708 -0.60
C -1.39287 0.16017 -2.44590 -1.64
C 2.43033 -0.39844 -0.17224 0.71
C 0.77406 -0.75160 -2.91220 0.78
H -3.05157 1.97089 3.51087 0.28
H -1.33749 -1.73985 3.84152 0.33
H 2.32192 -3.20355 -1.88699 0.38
H 2.33574 -3.85268 0.68225 0.46
H -1.98210 0.96551 -2.88709 0.51
H 2.65781 0.38652 -2.60854 0.59
H -1.69950 -0.79679 -2.87226 0.43
H -0.66558 -0.53247 4.96289 0.27
H 0.29612 -1.06686 3.56092 0.26
H -2.19967 2.16259 -0.73196 0.41
H 2.83532 -1.25010 -3.32156 0.31
H -2.77693 3.70003 3.18179 0.30
H -1.40395 2.64178 3.59163 0.24
H 1.11984 1.75140 -1.63305 0.25
H -0.82540 -1.88367 -0.77061 0.51
H 1.19794 1.95594 -3.40421 0.41
H 2.45259 1.33821 0.67417 0.20
H -0.27377 2.38190 -2.52898 0.38
H -0.72088 -1.84848 1.65760 0.47
```

=====

The data favor b; the next most stable structure lies 0.769 eV above it.

=====

a | C6H10N2O5 in the gas phase. Source: the Open Molecules 2025 dataset; level of theory: ωB97M-V/def2-TZVPD.

For the HOMO energy, the calculation gives -9.944 eV. As for the SMILES: NC(=O)N[C@@H](CCC(=O)O)C(=O)O. As for the spin multiplicity: 1. The frontier orbital gap comes out at 10.27 eV.

XYZ file:
```
23
Properties=species:S:1:pos:R:3:mulliken_charge:R:1
O -1.69588 1.04657 1.38706 -0.35
O -1.82651 -0.62706 -3.25580 -0.64
O 2.70712 0.48133 1.28547 -0.59
O -1.60376 1.70218 -3.56480 -0.46
O -1.26215 -0.92101 2.33952 -0.68
N 3.04947 -1.51121 2.24078 -0.39
N 1.15927 -1.03803 1.02912 -0.23
C 2.32380 -0.60525 1.43842 0.50
C 0.36986 0.00949 0.59970 0.52
C -0.23298 -0.45738 -0.70545 -1.23
C -0.75829 0.17828 1.53803 0.06
C -1.29089 0.57168 -2.87139 0.37
C -0.73611 0.75162 -1.58496 -0.38
H 2.77208 -2.42442 2.42458 0.12
H -1.36168 1.43101 -1.08649 0.39
H 3.95673 -1.37339 2.55007 0.21
H -2.02888 1.23897 -4.44046 0.40
H 0.59726 -0.69309 -1.32652 0.38
H -2.43803 1.14299 1.88025 0.37
H 0.67324 0.96615 0.78216 0.46
H 0.81592 -1.98166 1.37872 0.33
H 0.16421 1.70035 -1.71463 0.27
H -0.85350 -1.24810 -0.95901 0.58
```

=====

b | A molecular structure, C6H10N2O5. Source: the Open Molecules 2025 dataset; level of theory: ωB97M-V/def2-TZVPD.

For the HOMO energy, the calculation gives -8.973 eV. As for the spin multiplicity: 1. The frontier orbital gap comes out at 8.92 eV.

XYZ file:
```
23
Properties=species:S:1:pos:R:3:mulliken_charge:R:1
O -3.30922 -0.95363 1.12488 -0.57
O -4.86298 0.01223 -0.03580 -0.55
O 3.35179 -1.76721 -0.08857 -0.43
O 0.91449 -2.37199 0.04966 -0.84
O 3.68723 1.77882 0.34294 -0.40
N -0.68593 -0.80885 -0.11986 -0.14
N 4.08423 0.39568 0.07204 -0.20
C 2.97066 -0.45358 -0.01858 -0.26
C 1.67985 -0.22454 0.01803 0.27
C 0.62932 -1.12499 -0.09417 0.81
C -3.57517 -0.12425 0.27731 0.87
C -2.63096 0.69617 -0.52773 -1.05
C -1.09266 0.53631 -0.00029 -0.33
H -4.89181 0.77901 -0.99002 0.41
H 3.89196 2.21968 1.14114 0.30
H -0.24057 1.34531 -0.59029 0.29
H -1.57550 -1.73215 -0.00988 0.39
H 4.65283 0.16858 0.59706 0.21
H 2.74399 -2.28875 -0.23581 0.26
H -2.70262 0.14273 -1.82279 0.34
H -2.82051 1.74956 -0.36751 0.40
H -1.52723 1.01475 0.97398 0.10
H 1.30879 1.01108 0.30427 0.10
```

=====

The data favor a; the next most stable structure lies 5.445 eV above it.

=====

a | 2 unconnected molecules or ions with the total composition C3H7PS. Source: the Open Molecules 2025 dataset; level of theory: ωB97M-V/def2-TZVPD.

For the HOMO energy, the calculation gives -8.440 eV. As for the SMILES: CC=S.C=P. As for the spin multiplicity: 1. The frontier orbital gap comes out at 8.27 eV.

XYZ file:
```
12
Properties=species:S:1:pos:R:3:mulliken_charge:R:1
S -0.86614 0.17987 0.49056 -0.21
P 0.04289 -2.95474 -1.26821 -0.02
C -0.27582 1.57374 -0.19995 -0.15
C -0.26934 -3.34020 0.32599 -0.49
C 0.07627 2.94286 0.26544 -0.71
H 0.85591 3.16235 -0.37098 0.30
H 0.28381 3.01473 1.39559 0.26
H -1.24939 -3.65336 0.74667 0.28
H 1.44637 -2.52671 -1.13935 0.01
H 0.63007 -3.30793 1.01437 0.23
H 0.07029 1.33552 -1.27469 0.22
H -0.74494 3.57387 0.01455 0.28
```

=====

b | C3H7PS in the gas phase. Source: the Open Molecules 2025 dataset; level of theory: ωB97M-V/def2-TZVPD.

For the HOMO energy, the calculation gives -8.273 eV. As for the SMILES: C/C=P/SC. As for the spin multiplicity: 1. The frontier orbital gap comes out at 8.66 eV.

XYZ file:
```
12
Properties=species:S:1:pos:R:3:mulliken_charge:R:1
S -1.12320 0.84896 1.35661 -0.17
P 0.37680 0.31958 -0.20520 -0.05
C -0.83314 2.65822 1.37031 -0.86
C 0.95705 -2.08276 -1.40281 -1.09
C 0.03999 -1.31484 -0.45659 -0.09
H -0.70753 -1.87855 -0.10690 0.42
H -0.02966 3.06578 2.12359 0.27
H 1.63648 -2.57002 -0.66735 0.28
H 1.49955 -1.36748 -1.87519 0.38
H -0.71848 3.06577 0.40028 0.31
H 0.23657 -2.72565 -1.95001 0.30
H -1.73605 3.31076 1.55054 0.31
```

=====

The data favor b; the next most stable structure lies 1.256 eV above it.